1.
109
Properties=species:S:1:pos:R:3:mulliken_charge:R:1 method="wB97M-V/def2-TZVPD" homo_ev=-11.93 molar_mass_da=1727.0 energy_ha=-17971.7778 charge=+1
C 1.8525 -0.7090 -4.9435 0.0171
C 1.4657 -0.0700 -6.4052 -0.7360
C 0.6188 1.3396 -6.3235 -0.5795
C -0.9776 1.0966 -5.9066 0.3384
C -1.2737 1.9932 -4.5664 0.2544
C -1.4421 1.3471 -3.0322 0.7099
C -1.3568 -0.2733 -2.7829 0.7792
C -2.5125 -1.1383 -3.5999 -0.7234
C -3.8306 -0.2610 -4.0245 0.3285
C -5.0389 -1.2382 -4.6439 0.3117
O -6.0182 -0.5554 -5.2963 -0.5673
O -5.0315 -2.7135 -4.5475 -0.3283
C -4.8614 -3.3321 -5.8777 -0.3182
C -3.9423 -2.4647 -6.9240 -0.6693
C -1.7042 2.4565 -1.8074 -0.2807
N -1.7800 3.9135 -2.1990 0.1796
N -1.6962 4.5201 -3.4156 -0.7193
C -1.4476 3.6574 -4.6021 0.2941
C -1.3392 4.3263 -6.1223 -0.4794
C -2.7757 3.9564 -6.8893 -0.0234
N -3.8392 3.4287 -5.9513 -0.4754
H 1.2376 -1.7106 -4.8201 0.2089
H 2.9993 -0.9118 -4.7820 0.2818
H 1.4908 0.0625 -4.1195 -0.5958
H 0.7968 -0.8396 -7.0230 0.2367
H 2.4525 0.0627 -7.0214 0.3582
H 1.1343 2.0129 -5.4903 0.2202
H 0.7269 1.8676 -7.3648 0.3184
H -1.0981 -0.0592 -5.7568 -0.1713
H -1.6217 1.4042 -6.8340 0.0517
H -1.6025 -0.4410 -1.6271 -0.3947
H -0.2702 -0.7189 -2.9316 -0.1191
H -2.0171 -1.6736 -4.5259 0.0520
H -2.9077 -2.0156 -2.8935 0.4899
H -4.2771 0.3897 -3.1309 0.3499
H -3.6250 0.5300 -4.8939 -0.3042
H -4.3149 -4.3791 -5.7085 0.3108
H -5.8986 -3.5405 -6.4263 0.2572
H -3.0227 -1.9207 -6.4468 0.0445
H -4.5270 -1.6810 -7.5678 0.2696
H -3.4895 -3.2529 -7.6978 0.3411
H -1.8232 2.0952 -0.6835 0.1096
H -1.9379 4.5704 -1.3726 0.3271
H -1.3786 5.5061 -5.9634 0.3764
H -0.3961 3.9722 -6.7212 0.1672
H -3.2430 4.8985 -7.4390 0.3363
H -2.6220 3.1255 -7.7241 -0.1835
H -4.6198 4.1048 -5.7955 0.2293
H -4.2095 2.5057 -6.2910 0.1901
C 3.1100 0.9806 -1.4815 -0.2383
Cl 4.5593 0.0259 -1.8389 -0.1084
Cl 2.5184 1.7852 -2.9452 -0.0546
Cl 1.8462 -0.0452 -0.7815 0.0347
H 3.3751 1.7481 -0.7499 0.4924
C -1.4425 -0.6700 1.9868 0.2330
Cl -2.7184 -1.8990 1.9495 -0.0985
Cl 0.1280 -1.4140 2.3326 0.0218
Cl -1.3871 0.2160 0.4534 -0.2171
H -1.6710 0.0393 2.7863 -0.1526
C -3.1970 3.3363 -11.1530 -0.0307
Cl -4.7451 2.5020 -10.9365 -0.1092
Cl -3.2691 4.9689 -10.4682 -0.1101
Cl -1.8814 2.4086 -10.4127 -0.1062
H -2.9983 3.4208 -12.2244 0.3693
C 4.2575 -1.6456 2.7477 0.5871
Cl 2.9816 -2.8745 2.7104 -0.1449
Cl 5.8280 -2.3895 3.0935 -0.0903
Cl 4.3129 -0.7595 1.2143 -0.1067
H 4.0290 -0.9362 3.5472 -0.2498
C -6.9152 -0.7845 2.1258 0.2282
Cl -6.6665 -0.0736 3.7296 -0.1091
Cl -5.5595 -0.3923 1.0544 -0.0561
Cl -7.1234 -2.5398 2.2487 -0.1158
H -7.8264 -0.3588 1.6980 0.0470
C 0.0221 0.3334 6.3774 -0.1043
Cl -1.2369 0.5609 5.1516 -0.1114
Cl 0.9595 -1.1323 6.0419 0.0271
Cl 1.0850 1.7493 6.4479 -0.1251
H -0.4619 0.2174 7.3506 0.3500
C 5.5018 -0.8865 6.8834 0.4766
Cl 6.9510 -1.8412 6.5260 -0.1028
Cl 4.9102 -0.0819 5.4197 -0.2006
Cl 4.2380 -1.9123 7.5834 -0.0493
H 5.7668 -0.1190 7.6150 -0.0914
C -10.8425 -0.5609 3.3881 -0.0349
Cl -10.2033 -0.1784 4.9958 -0.0934
Cl -10.2515 0.6035 2.1904 -0.1236
Cl -10.4023 -2.2122 2.9203 -0.0886
H -11.9327 -0.4927 3.4258 0.3604
C 9.3833 -3.5608 9.0778 0.4783
Cl 8.6483 -4.3707 10.4719 -0.1265
Cl 10.1527 -2.0438 9.5740 -0.1083
Cl 10.5590 -4.6256 8.2883 -0.1260
H 8.5933 -3.3273 8.3593 -0.1169
C 6.2575 1.6181 10.7437 0.4820
Cl 6.1991 3.1734 9.8968 -0.1379
Cl 4.7762 1.3650 11.6825 -0.1188
Cl 6.4993 0.2922 9.5936 -0.1414
H 7.1044 1.6337 11.4344 -0.0877
C 9.8738 0.6977 13.5927 -0.0090
Cl 9.4246 -0.3164 14.9745 -0.1119
Cl 8.7492 0.4485 12.2464 -0.1044
Cl 9.9141 2.4059 14.0618 -0.1217
H 10.8748 0.4073 13.2635 0.3160
C 2.9004 -5.1247 5.6205 0.2403
Cl 1.7840 -6.5004 5.5915 -0.1380
Cl 2.0974 -3.6855 6.2713 -0.0871
Cl 4.3440 -5.5149 6.5708 -0.1081
H 3.2108 -4.9114 4.5944 0.0523

***

2.
80
Properties=species:S:1:pos:R:3:mulliken_charge:R:1 method="wB97M-V/def2-TZVPD" e_above_lowest_ev=0.000 homo_ev=-4.10 molar_mass_da=717.4 energy_ha=-4601.7759 charge=-1
Sr -1.5434 -0.1396 -1.1021 2.3918
C 7.4080 2.1587 5.5239 -0.8842
O 6.4254 1.1550 5.3751 -0.4293
C 6.4088 0.4869 4.1882 0.9061
C 5.3710 -0.4263 4.0118 -0.7390
C 5.2559 -1.1266 2.8296 0.1253
C 6.1844 -0.9447 1.7943 -0.0440
C 7.2412 -0.0807 2.0041 -0.6152
C 7.3495 0.6570 3.1864 -0.3686
N 6.2022 -1.7870 0.6202 -0.7813
N 5.1930 -2.0006 -0.0962 -0.2164
C 3.9919 -1.2376 -0.1020 -0.3149
C 3.8807 0.1236 0.1403 -0.2640
C 2.6873 0.8107 -0.0320 -0.4611
C 1.4924 0.1675 -0.3847 0.7216
O 0.3842 0.7998 -0.5147 -1.0678
C 1.5719 -1.2749 -0.5837 -0.5005
N 0.4042 -1.9478 -0.8133 0.1037
C 0.4474 -3.2400 -1.0312 -0.7495
C 1.6467 -3.9691 -1.0707 -0.6862
C 2.8208 -3.3242 -0.8059 -0.5619
C 2.8156 -1.9381 -0.5204 1.0589
H 7.2182 2.6348 6.4817 0.2396
H 7.3382 2.9086 4.7323 0.3605
H 8.4181 1.7397 5.5263 0.3389
H 4.6514 -0.5658 4.8118 0.4271
H 4.4386 -1.8272 2.6959 0.3656
H 7.9843 0.0343 1.2213 0.3458
H 8.1774 1.3423 3.3081 0.3674
H 4.7574 0.6827 0.4289 0.3670
H 2.6532 1.8833 0.1164 0.4442
H -0.5038 -3.7419 -1.1845 0.4606
H 1.6256 -5.0309 -1.2852 0.3823
H 3.7681 -3.8474 -0.8030 0.4743
C 0.1126 2.4423 2.3160 -1.0414
N -1.1635 1.7754 2.5591 0.2825
C -2.4139 2.3891 2.5346 -0.5305
C -3.3300 1.4266 2.7157 -0.6616
N -2.6440 0.2263 2.8536 0.3911
C -3.2823 -1.0743 2.9572 -0.7079
C -1.3024 0.4364 2.7404 -0.2546
Se 0.0632 -0.7877 2.9402 -0.3040
H -0.0533 3.5180 2.3520 0.3294
H 0.4992 2.1541 1.3435 0.3040
H 0.8271 2.1476 3.0816 0.3354
H -2.5303 3.4516 2.3919 0.4151
H -4.4054 1.4767 2.7383 0.5648
H -3.7971 -1.1732 3.9111 0.3060
H -2.5095 -1.8325 2.8887 0.2596
H -3.9898 -1.1904 2.1355 0.0840
C -1.2367 0.3264 -6.6660 -1.0310
Si -1.9775 0.2305 -4.9236 0.2623
C -3.4620 -0.9292 -5.0403 -0.6336
C -2.5993 1.9746 -4.5531 -0.7444
C -0.8611 -0.3166 -3.6164 -1.2524
H -1.9709 0.6121 -7.4366 0.2551
H -0.8024 -0.6410 -6.9514 0.2618
H -0.4287 1.0714 -6.6773 0.2665
H -4.2479 -0.5490 -5.7077 0.2707
H -3.9055 -1.0734 -4.0445 -0.1317
H -3.1495 -1.9146 -5.4108 0.3376
H -3.2545 2.3691 -5.3428 0.2539
H -1.7488 2.6600 -4.4431 0.2985
H -3.1642 1.9855 -3.6109 0.0136
H 0.0754 0.2709 -3.6219 0.3360
H -0.5787 -1.3781 -3.7511 0.3051
C -6.2554 0.7257 0.8703 -1.1714
Si -5.1635 0.1133 -0.5502 0.2589
C -5.7275 -1.6608 -0.8634 -1.0712
C -5.7173 1.0814 -2.0664 -0.9253
O -3.5944 0.2155 -0.2491 -0.7634
H -7.3141 0.7363 0.5744 0.4223
H -5.9840 1.7479 1.1676 0.2757
H -6.1665 0.0771 1.7545 0.3214
H -6.8222 -1.7311 -0.9386 0.3342
H -5.4010 -2.3341 -0.0570 0.2786
H -5.3035 -2.0412 -1.8040 0.2605
H -6.8120 1.1143 -2.1480 0.3310
H -5.3242 0.6198 -2.9836 0.1742
H -5.3490 2.1167 -2.0351 0.2379

***

3.
69
Properties=species:S:1:pos:R:3:mulliken_charge:R:1 method="wB97M-V/def2-TZVPD" e_above_lowest_ev=0.812 homo_ev=-10.97 molar_mass_da=377.6 energy_ha=-1091.1882 charge=+1
C -2.8648 1.8594 1.9377 -1.6284
C -1.9187 1.1657 2.9259 0.9507
C -2.1056 1.8626 4.3145 -1.4904
C -0.4687 1.0115 2.5035 0.7932
C 0.5242 0.8424 3.6269 -1.9213
C 0.0661 1.1414 1.1531 -0.7741
H -2.8942 1.3690 0.9681 0.3433
H -3.8963 1.8504 2.3057 0.4485
H -2.6103 2.9149 1.8094 0.4261
H -2.2954 0.1296 3.0509 0.1748
H -1.5029 1.3791 5.0953 0.3721
H -1.8227 2.9279 4.2345 0.3957
H -3.1569 1.8282 4.6483 0.4276
H 0.2536 -0.0195 4.2542 0.4647
H 1.5231 0.6611 3.1825 0.2821
H 0.6536 1.7100 4.3095 0.5368
H 0.9000 1.9354 1.2463 0.2700
H -0.7403 1.5157 0.4949 0.2172
C -3.5790 -4.2219 0.0818 -1.4918
C -2.1858 -3.7285 -0.1907 0.3082
C -1.4879 -3.0410 0.8043 -1.2268
C -0.1879 -2.5788 0.5795 2.0777
C 0.5727 -2.0257 1.7483 -0.9767
C 0.3609 -2.6600 -0.7186 1.0663
C 1.7056 -2.0532 -1.0482 -0.1016
C 2.8606 -3.0046 -0.6827 -1.4705
C 1.9857 -0.6377 -0.4636 -1.6840
C 0.7969 0.3427 -0.3717 1.2018
C 0.9711 1.5417 -1.2521 0.0290
C -0.0123 1.8720 -2.2105 0.8491
C -0.9082 0.8124 -2.8073 -1.3672
C -0.1056 3.1934 -2.6499 -0.9766
C 0.7764 4.1680 -2.1863 0.4445
C 0.5473 5.6092 -2.5248 -1.5238
C 1.8618 3.7874 -1.3982 -1.2012
C 1.9952 2.4785 -0.9320 0.6716
C 3.1984 2.1496 -0.0852 -1.3090
C -0.2771 -3.4721 -1.6745 0.4168
C 0.3811 -3.8329 -2.9754 -1.6633
C -1.5525 -3.9547 -1.4138 -0.9243
H -3.9724 -4.7520 -0.7947 0.3531
H -3.6016 -4.9079 0.9430 0.3314
H -4.2540 -3.3846 0.3154 0.3207
H -1.9576 -2.8586 1.7778 0.3568
H 1.5996 -2.4010 1.8525 0.1002
H 0.6538 -0.9391 1.6506 -0.4900
H 0.0405 -2.1906 2.6961 0.4961
H 1.7279 -1.9428 -2.1461 0.5537
H 2.6862 -3.9898 -1.1346 0.3528
H 3.8258 -2.6193 -1.0502 0.4236
H 2.8992 -3.1220 0.4102 0.3092
H 2.4581 -0.7138 0.5295 0.4754
H 2.8004 -0.2608 -1.1192 0.6745
H -0.1095 -0.2395 -0.6297 0.3113
H -1.6514 1.2762 -3.4686 0.4326
H -0.3502 0.0797 -3.4166 0.2699
H -1.4675 0.2565 -2.0451 0.2597
H -0.9015 3.4709 -3.3442 0.4132
H 1.2184 6.2433 -1.9386 0.3602
H 0.7592 5.7635 -3.5873 0.3292
H -0.4888 5.9178 -2.3385 0.3644
H 2.6020 4.5381 -1.0838 0.3033
H 3.8028 3.0578 0.0256 0.4435
H 2.9360 1.8181 0.9222 0.2423
H 3.8492 1.3841 -0.5238 0.2605
H -0.2649 -4.5236 -3.5273 0.4341
H 0.5262 -2.9570 -3.6189 0.3235
H 1.3534 -4.3266 -2.8497 0.2515
H -2.0803 -4.5056 -2.1957 0.3057